ORCA calculation (ωB97M-V/def2-TZVPD) on 8 unconnected molecules or ions with the total composition C27H33Br2F3O24S at a distorted geometry.

Geometry as XYZ:
```
90
Properties=species:S:1:pos:R:3:forces:R:3:mulliken_charge:R:1
C -1.642034 -2.600514 3.657504 9.68 2.48 3.77 -0.187
C -0.413119 -2.300451 4.319623 -6.95 -2.22 -5.37 -0.099
O 1.011968 -2.040383 4.710725 -3.63 -0.16 -1.58 -0.252
S 1.448088 -0.652221 3.757395 -0.58 2.82 2.04 0.716
O 1.600751 0.481382 4.796621 0.61 -4.00 -3.21 -0.665
O 2.912158 -1.100462 3.020833 -0.32 1.55 1.52 -0.343
C 3.898149 -0.013513 2.986170 2.60 1.02 0.25 -0.596
C 3.567098 1.207695 1.946954 0.05 0.45 0.26 -0.509
C 3.916654 0.910072 0.375312 -1.46 -0.94 0.13 0.170
F 3.010613 -0.201197 -0.060236 2.28 2.69 0.92 -0.168
Br 5.859925 0.367999 0.069102 -1.95 -0.02 0.53 -0.067
C 3.654753 2.165324 -0.649027 2.04 -0.21 -2.22 0.538
F 4.993735 2.820068 -0.897695 -4.11 -1.51 0.46 -0.156
F 3.236061 1.612544 -1.984560 1.15 1.93 4.12 -0.244
Br 2.457106 3.602871 0.051805 1.02 -1.55 -1.05 -0.046
H -2.478237 -2.794577 2.828832 2.00 0.51 2.52 0.468
H 4.096272 0.495626 4.047612 -0.90 -1.30 -2.24 0.313
H 4.941585 -0.525237 2.711075 -2.51 1.01 0.43 0.359
H 4.177664 2.182089 2.267713 -1.17 -2.28 -0.70 0.412
H 2.432507 1.491484 2.093727 2.21 -0.58 -0.73 0.314
C 6.289630 4.607589 -4.168102 -0.87 0.58 0.65 -0.304
C 6.540473 3.136282 -4.095140 -0.49 -0.78 0.80 -0.147
O 7.281254 2.873714 -5.271753 0.50 0.85 -0.53 -0.324
C 7.877432 4.046718 -5.635469 1.82 -0.04 -1.94 0.637
O 8.724903 4.147342 -6.506878 -1.91 -0.15 2.02 -0.558
O 7.402398 5.091543 -4.896446 0.56 -0.51 -0.52 -0.342
H 6.242211 5.071486 -3.179067 0.11 0.04 -0.21 0.298
H 5.374545 4.849065 -4.718913 0.09 -0.03 0.03 0.235
H 7.146217 2.857991 -3.226276 -0.06 0.05 -0.06 0.229
H 5.613613 2.556251 -4.082716 0.24 0.00 -0.11 0.247
C 0.549071 3.263902 5.111990 0.89 -0.73 -0.37 0.356
C -0.151004 3.249075 6.432091 0.25 -0.71 0.85 -0.354
O -0.925269 4.433048 6.403155 -0.22 0.48 -0.87 -0.320
C -1.120160 4.747819 5.089156 -1.64 1.84 -0.83 0.622
O -1.884861 5.611999 4.694049 1.73 -1.94 0.88 -0.558
O -0.348784 3.969024 4.275564 -0.75 0.70 0.39 -0.295
H 0.729880 2.257257 4.725191 -0.16 0.50 0.02 -0.175
H 1.499045 3.807322 5.148423 -0.06 0.03 0.04 0.195
H -0.821876 2.390243 6.539958 0.07 0.06 -0.04 0.291
H 0.547172 3.262587 7.273533 -0.23 0.12 -0.08 0.310
C 9.849614 6.825737 -2.994555 0.57 -0.12 -1.14 -0.008
C 9.165311 8.058792 -2.500290 0.09 1.06 -0.49 -0.353
O 8.284599 7.566714 -1.508160 0.10 -0.92 0.43 -0.315
C 8.798688 6.378520 -1.075073 -0.72 -1.25 1.94 0.672
O 8.387652 5.762661 -0.105820 0.85 1.32 -2.16 -0.569
O 9.832795 5.970320 -1.867201 -0.72 0.13 0.86 -0.309
H 10.875772 7.020315 -3.318247 -0.13 -0.18 0.17 0.307
H 9.303665 6.343636 -3.812236 0.05 0.07 0.09 0.011
H 9.861228 8.765748 -2.036382 -0.06 -0.07 -0.02 0.272
H 8.611175 8.572400 -3.290731 -0.04 -0.09 0.25 0.306
C -5.762696 -4.130936 1.807383 0.02 -1.19 0.60 -0.140
C -6.697226 -3.823650 0.682562 -0.72 -0.94 -0.54 -0.182
O -6.641822 -2.412831 0.589622 0.88 0.63 0.47 -0.226
C -5.448954 -2.026065 1.129190 1.02 2.36 -0.16 0.466
O -4.996831 -0.895267 1.061628 -1.01 -2.51 0.16 -0.569
O -4.828082 -3.069576 1.752951 -0.16 1.06 -0.50 -0.225
H -5.262265 -5.094966 1.681466 -0.02 0.32 0.13 0.073
H -6.261304 -4.113195 2.782143 0.05 -0.02 -0.10 0.230
H -6.363719 -4.254114 -0.267580 -0.05 0.05 0.12 0.149
H -7.717833 -4.159247 0.886016 0.14 0.19 -0.12 0.365
C 0.575431 -2.225384 -2.841750 0.67 0.43 -0.83 -0.343
C 0.666131 -1.896845 -1.386817 0.85 0.67 0.52 0.009
O -0.591465 -2.304189 -0.882201 -0.66 -0.76 -0.57 -0.253
C -1.076452 -3.248654 -1.740357 -1.88 -1.26 0.50 0.578
O -2.059906 -3.936606 -1.523047 2.08 1.43 -0.47 -0.568
O -0.317047 -3.323338 -2.872258 -0.67 -0.22 0.79 -0.307
H 1.544063 -2.501236 -3.267539 -0.26 -0.09 0.00 0.289
H 0.148301 -1.406247 -3.429676 0.02 -0.07 0.06 0.283
H 1.452216 -2.464832 -0.878135 -0.07 0.06 -0.05 0.204
H 0.827790 -0.829880 -1.210444 -0.15 -0.23 0.10 0.093
C -5.409617 -7.392146 -1.368802 0.11 0.49 -1.19 -0.186
C -4.833815 -8.709512 -0.961380 0.44 -0.82 -0.73 -0.393
O -4.743713 -8.603778 0.446745 -0.65 0.79 0.58 -0.322
C -5.658395 -7.667175 0.833771 -0.50 0.16 2.20 0.673
O -5.969091 -7.445431 1.992210 0.66 -0.37 -2.50 -0.561
O -6.180357 -7.012277 -0.244254 0.12 -0.35 1.03 -0.244
H -6.037451 -7.470029 -2.260653 -0.02 0.12 0.26 0.314
H -4.638534 -6.634007 -1.541250 -0.04 -0.07 0.03 0.177
H -5.491432 -9.548651 -1.211745 0.04 0.08 0.04 0.271
H -3.848411 -8.886764 -1.400949 -0.12 0.00 0.25 0.317
C -10.481179 -0.705333 -1.033329 -0.26 0.93 0.52 -0.358
C -9.161692 -1.406561 -1.018309 0.96 0.50 0.60 -0.163
O -9.476656 -2.702815 -1.490155 -0.85 -0.22 -0.49 -0.224
C -10.623634 -2.590974 -2.221996 -1.00 -1.87 -1.49 0.587
O -11.087900 -3.480782 -2.915091 1.06 2.00 1.57 -0.561
O -11.182279 -1.353802 -2.077790 0.27 -0.92 -0.33 -0.312
H -10.382097 0.364109 -1.238552 -0.15 -0.21 -0.08 0.315
H -11.036356 -0.838669 -0.098940 0.05 0.00 -0.07 0.270
H -8.436989 -0.948492 -1.699688 -0.06 -0.04 0.08 0.240
H -8.726819 -1.453553 -0.016143 -0.04 -0.12 -0.31 0.222
```
Forces are in eV/Å.

Output
total charge	0
LUMO level	-1.0	eV
electronic energy	-236736.89635	eV
orbital gap	8.942	eV

=====

ORCA calculation (ωB97M-V/def2-TZVPD) on a molecular structure, C34H32F3N3O4PPdS2 at a distorted geometry.

Geometry as XYZ:
```
80
Properties=species:S:1:pos:R:3:forces:R:3:mulliken_charge:R:1
Pd -1.182389 -0.279960 0.254280 0.02 -0.18 -0.29 1.679
N 0.436504 2.064162 1.938684 -0.02 0.00 -0.25 0.059
P 0.936272 0.491873 1.435075 -1.14 0.31 0.88 0.424
C 2.758359 0.699571 1.466396 0.00 -0.33 -0.45 0.355
C 3.480718 0.325091 0.336792 0.03 0.06 -0.11 -0.092
C 4.872796 0.287047 0.363089 -0.12 0.01 -0.01 -0.585
C 5.549027 0.612271 1.526238 -0.06 0.07 0.11 -0.433
C 4.835068 1.010944 2.654698 -0.06 0.02 -0.08 -0.832
C 3.448474 1.051401 2.625837 0.12 0.06 0.01 -0.406
C 0.796413 -0.564056 2.923696 0.33 0.17 0.03 1.003
C 0.489259 -0.113971 4.201947 -0.05 0.06 0.02 -0.103
C 0.472207 -1.001624 5.265662 -0.02 -0.16 0.00 -0.647
C 0.771908 -2.347391 5.060236 -0.03 0.15 -0.02 -0.460
C 1.068798 -2.799435 3.783602 -0.04 0.09 -0.09 -0.650
C 1.069121 -1.910431 2.711874 0.05 -0.18 0.12 -0.929
C -0.647094 2.786655 1.419747 0.40 -0.20 -0.02 0.083
C -0.878158 4.093627 1.866657 0.06 0.04 0.17 -0.799
C -1.974227 4.769906 1.381021 -0.03 0.07 0.00 -0.429
C -2.803094 4.156785 0.447300 0.00 0.00 -0.04 -1.037
C -2.462634 2.883900 0.031643 0.09 -0.08 0.07 -0.669
N -1.406571 2.213513 0.496540 0.08 0.69 0.04 0.828
H 1.042654 2.602052 2.536723 -0.01 0.02 0.08 0.287
H 2.946003 0.055467 -0.568478 0.00 -0.02 0.05 0.363
H 5.422206 -0.006410 -0.523409 -0.03 -0.02 0.03 0.415
H 6.630038 0.550327 1.562424 -0.02 0.04 0.00 0.360
H 5.359630 1.272646 3.565270 0.00 -0.01 -0.01 0.374
H 2.907644 1.335164 3.522548 -0.02 -0.10 0.00 0.343
H 0.212763 0.924027 4.355216 0.03 -0.04 -0.01 0.335
H 0.204714 -0.650973 6.256232 0.01 -0.02 -0.03 0.362
H 0.745379 -3.041994 5.890805 0.00 0.01 -0.01 0.377
H 1.273908 -3.849590 3.612448 -0.03 0.03 -0.01 0.421
H 1.256454 -2.269004 1.702189 -0.02 0.01 0.04 0.250
H -0.204822 4.553288 2.583348 -0.09 -0.05 -0.01 0.399
H -2.186991 5.772608 1.732042 0.01 0.00 -0.02 0.392
H -3.676560 4.653619 0.046102 0.03 -0.03 0.03 0.432
H -3.056449 2.354720 -0.705442 0.00 -0.02 -0.02 0.421
C -0.117277 3.804287 -3.072851 0.03 -0.14 0.00 -1.252
C -0.062673 2.595119 -3.973029 0.08 0.17 0.02 1.100
C 1.074991 2.296349 -4.721646 0.01 -0.03 0.00 -0.731
C 1.138331 1.151386 -5.503400 -0.19 -0.04 0.10 -0.735
C 0.034473 0.304809 -5.544565 0.00 0.25 0.18 -0.075
C -1.122718 0.605615 -4.831221 0.12 0.00 -0.06 -0.331
C -1.156646 1.743381 -4.047242 -0.11 -0.03 0.02 -0.212
S 0.128621 -1.224199 -6.401424 -0.19 -0.04 -0.15 1.251
O 1.103212 -1.116392 -7.452871 0.05 0.01 -0.10 -0.743
O -1.222608 -1.612074 -6.680807 -0.01 -0.05 -0.04 -0.700
N 0.755722 -2.311949 -5.358004 0.10 -0.19 0.56 -0.295
C 0.275743 -2.349070 -3.951447 0.13 0.15 -0.29 -0.933
C 1.223975 -1.610713 -2.997874 0.05 -0.05 -0.20 -0.500
C 0.483315 -1.185527 -1.745210 -0.15 0.22 0.29 0.350
O 0.284109 -2.008992 -0.828548 0.37 -0.20 -0.34 -0.698
O 0.065019 0.012508 -1.731361 -0.19 -0.47 0.29 -0.432
H 0.776676 4.420777 -3.176912 -0.02 -0.02 0.01 0.366
H -0.201041 3.487360 -2.028478 0.02 0.00 -0.06 0.072
H -0.989734 4.421581 -3.298170 0.02 -0.02 0.01 0.360
H 1.931311 2.960764 -4.676164 -0.02 -0.01 -0.01 0.301
H 2.024791 0.905689 -6.075392 -0.03 0.02 0.01 0.434
H -1.976981 -0.057658 -4.881867 0.06 0.03 0.01 0.528
H -2.038224 1.949479 -3.450683 0.04 -0.02 -0.03 0.187
H 1.763476 -2.337972 -5.454535 -0.05 0.02 0.02 0.348
H 0.158758 -3.382634 -3.636838 0.00 -0.09 -0.06 0.457
H -0.719256 -1.905446 -3.929339 0.00 0.04 0.00 0.246
H 1.592686 -0.707315 -3.481225 0.04 0.00 -0.07 0.175
H 2.063281 -2.261432 -2.741856 0.01 0.01 0.01 0.449
F -2.851254 0.014205 -1.880466 -0.16 -0.06 -0.04 -0.211
C -2.785764 -0.808457 -0.774633 0.51 0.38 0.37 -0.484
F -3.998281 -0.722142 -0.206928 -0.30 -0.14 -0.16 -0.234
F -2.674251 -2.060636 -1.269828 -0.16 -0.14 -0.12 -0.240
S -2.448336 -0.118181 2.276315 0.28 -0.36 -0.23 -0.453
C -2.626735 -1.747127 2.936813 0.11 0.01 0.02 0.913
C -3.203646 -1.901969 4.206645 -0.02 -0.05 -0.01 -0.612
C -3.371639 -3.157162 4.777250 0.06 0.09 -0.09 -0.524
C -2.962230 -4.301490 4.100295 0.01 0.09 -0.05 -0.446
C -2.380314 -4.162740 2.845394 0.01 0.08 0.00 -0.772
C -2.212384 -2.908744 2.269166 -0.10 0.04 0.15 -0.656
H -3.527745 -1.014618 4.740038 0.01 -0.03 0.00 0.378
H -3.824003 -3.242643 5.759614 0.00 0.02 -0.02 0.340
H -3.106936 -5.282652 4.536663 0.04 0.02 0.01 0.363
H -2.046460 -5.043526 2.305089 -0.03 0.07 0.00 0.393
H -1.758679 -2.815676 1.292498 0.07 0.01 -0.11 0.367
```
Forces are in eV/Å.

Output
energy above the lowest of the compared OMol25 structures with the same formula, charge and spin	34.50	kcal/mol
total charge	-1
LUMO level	2.3	eV
electronic energy	-91033.34011	eV
orbital gap	6.541	eV